1.
The following is a quantum chemistry calculation of C6H28AgBO6 as an isolated structure, from OMol25.

Spin multiplicity: 2
LUMO (spin up / spin down), eV: -4.47 / -4.88
Total charge: +1
F_max, eV/A: 4.8

Structure (XYZ):
```
42
Properties=species:S:1:pos:R:3:forces:R:3:lowdin_spin:R:1
H 0.4357 0.2485 1.5347 -0.386 -1.071 -3.051 0.000
H 0.3568 3.0314 -2.8540 -0.453 0.527 0.143 0.013
O -0.3448 2.4642 -2.5155 -0.289 -0.259 0.043 0.086
H -2.9929 -0.8030 1.3039 -0.488 0.200 -0.094 0.000
H 3.5612 -2.6432 3.2990 -0.047 0.172 -0.112 0.000
H 1.8359 -1.5989 2.0565 -0.352 -0.083 0.130 0.000
O 3.7585 -2.2637 2.4353 0.595 -0.749 -0.104 0.000
H -3.7329 -1.0723 -1.6781 0.002 -0.024 -0.104 0.000
H 1.2965 -2.5917 -0.0883 -0.202 -0.091 -0.096 0.000
H 3.1265 -0.7788 1.1714 0.237 -0.526 -0.033 0.000
H 1.3279 -3.9636 -1.1954 0.000 0.155 -0.121 0.000
C 2.8666 -1.2534 2.1246 -0.088 1.265 -0.072 0.000
H -1.8021 2.3238 -1.1159 0.004 0.329 -0.296 0.004
H -3.2391 -2.0658 2.5730 -0.506 0.203 -0.063 0.000
B 0.3258 -0.3993 0.3174 3.682 1.509 2.771 0.005
H -0.4719 -1.2335 0.1554 -0.573 0.167 -0.489 0.000
H 1.6812 -0.3512 -0.3675 -3.066 0.412 0.621 0.000
H -2.9607 -1.9855 -3.0124 0.046 0.207 -0.391 0.000
H 1.7361 4.2575 0.8062 -0.071 0.356 0.149 0.030
H 1.6175 -2.4782 -2.6797 0.020 0.210 -0.208 0.000
C -2.7973 -1.2997 -2.1897 0.586 0.424 0.710 0.000
H 0.1885 3.2160 1.9387 0.296 -0.140 0.194 0.007
O 1.0364 2.7998 2.1456 -1.052 0.149 0.225 0.015
H -2.1038 -1.7687 -1.4815 -0.442 -0.161 -0.096 0.000
H -0.2356 -3.2212 -0.8508 0.106 0.042 0.271 0.000
H -1.2434 3.9791 -1.2259 0.307 -0.017 -0.480 0.048
H -2.2922 3.3000 -2.5006 0.092 0.119 -0.405 0.003
C 0.8257 -3.0179 -0.9819 0.121 -0.012 -0.481 0.000
H 0.3955 3.4016 -0.6508 0.425 0.045 0.307 0.603
O -1.5650 -0.9897 2.7926 0.271 -0.237 -0.012 0.000
H -2.1660 -2.3415 1.2736 0.654 -0.118 -0.220 0.000
H -1.2993 -0.1143 2.5007 -0.099 -0.136 -0.078 0.000
Ag 0.3379 0.2598 -2.0010 0.007 -0.229 0.279 0.009
C 2.0331 3.3536 1.3256 0.660 -0.453 -0.046 0.066
O -2.0860 -0.0830 -2.5129 0.378 0.043 -0.110 0.001
H 2.2892 2.6174 0.5592 0.315 0.006 -0.091 0.014
C -2.5337 -1.5565 1.9261 -0.004 -0.039 0.624 0.000
H 2.9320 -0.4091 2.8192 -0.312 -0.128 0.279 0.000
O 0.9478 -2.0986 -2.1042 0.090 -0.775 0.196 0.000
H 2.9061 3.5444 1.9560 -0.015 0.096 -0.260 0.004
H -2.4835 0.4909 -3.1798 -0.312 -0.484 0.063 0.000
C -1.4683 3.0944 -1.8290 -0.133 -0.902 0.510 0.090
```
Forces are in eV/Å.

=====

2.
The following is a quantum chemistry calculation of a 8-piece molecular cluster, C6H28N2O7 overall, from OMol25.

Spin multiplicity: 2
LUMO (spin up / spin down), eV: -2.46 / -7.56
Relative energy (zero: lowest compared OMol25 entry of this formula, charge and spin), kcal per mole: 28.5
Total charge: +1
F_max, eV/A: 2.2

Structure (XYZ):
```
43
Properties=species:S:1:pos:R:3:forces:R:3:lowdin_spin:R:1
H 1.9485 -2.1476 -2.6327 -0.006 -0.391 0.027 0.011
H -0.3149 -0.4293 0.2521 0.245 -0.019 0.537 0.012
H -3.3179 -1.6084 -0.4065 -0.406 0.899 -0.472 0.000
H -1.9577 -0.4911 4.1991 0.074 -0.177 0.393 0.000
O -2.2777 0.6675 1.1881 0.104 -0.298 -1.128 0.002
H 0.7657 -0.2358 -1.9978 -0.081 -0.005 0.172 -0.001
H -0.6923 -4.0260 0.4953 -0.428 0.187 0.212 0.000
H -1.8153 -0.1260 2.7400 0.263 0.101 -0.120 0.000
H 0.0369 -1.6392 3.1418 0.185 -0.625 0.397 0.000
C 1.0959 -0.8987 -1.2019 0.370 0.022 -0.484 0.047
O -1.3307 -0.5482 3.4761 -0.111 0.274 -0.374 0.000
H 1.1225 0.4924 2.5104 -0.110 0.638 0.277 0.014
O 0.6749 -2.3623 2.9177 -0.107 0.600 -0.318 0.001
H -1.3940 4.0782 -0.8386 -0.155 -0.889 0.716 0.000
H 1.1740 -1.3074 0.8545 -0.221 0.037 0.282 -0.001
C 1.7736 -2.0055 -1.5759 -0.183 0.700 0.209 0.200
O -1.2322 -3.3892 0.9958 0.669 -0.156 -0.270 0.000
H 0.3900 1.8598 -1.7759 0.247 0.439 -0.061 0.000
C 0.3692 2.0591 0.3071 -2.030 -0.444 -0.679 0.019
H 2.1318 -2.7154 -0.8445 0.149 -0.132 -0.061 0.009
H -1.4933 0.4792 -3.7922 -0.382 0.339 0.104 0.000
H 3.6047 2.1771 -2.2641 0.740 -0.120 -0.654 0.000
H -2.0672 -2.1711 -0.1214 1.125 0.404 0.007 0.000
N 1.8102 0.8616 1.8506 -0.949 -1.521 -0.335 0.443
C 1.3388 0.9177 0.5032 1.667 0.868 0.620 0.107
H 0.3156 4.2933 -0.7926 0.213 -0.286 -0.311 0.000
O -1.1991 -0.4215 -3.6938 0.519 -0.613 0.068 0.000
H 0.8416 2.9771 0.6586 0.226 -0.016 -0.150 0.003
H -0.6135 3.8629 -2.2716 0.559 -0.033 -0.016 0.000
H -0.5675 1.9013 0.8687 1.184 0.029 0.785 0.000
H -2.2039 -0.0190 0.4708 -0.455 -0.329 0.790 0.000
N -0.2351 2.2072 -1.0598 0.781 0.232 1.434 0.000
O 2.7763 2.0219 -2.7039 -1.661 -0.063 0.455 0.001
C 0.7707 -0.5572 0.1820 -0.613 -0.579 -0.908 0.115
C -0.4612 3.6386 -1.2101 -0.656 1.071 -1.549 0.001
O -2.3951 -1.3354 -0.5359 -0.620 -1.561 0.253 0.001
H 1.0984 -2.6674 3.7275 -0.249 0.060 0.001 0.000
H -1.7327 -0.8427 -3.0085 -0.094 0.294 -0.016 0.000
H 2.2586 1.0456 -0.0736 -0.359 0.100 -0.455 0.003
H 2.8057 1.6931 -3.6076 0.859 0.141 0.241 0.000
H -2.2751 1.4199 0.5864 -0.299 0.627 0.420 0.000
H 2.6719 0.3397 1.9789 0.240 0.324 -0.019 0.013
H -0.6169 -3.0865 1.6943 -0.244 -0.133 -0.018 0.000
```
Forces are in eV/Å.

=====

3.
The following is a quantum chemistry calculation of a 8-piece molecular cluster, C6H28N8O9 overall, from OMol25.

LUMO, eV: -0.34
Relative energy (zero: lowest compared OMol25 entry of this formula, charge and spin), kcal per mole: 0.0
SMILES: NC(N)=O.NC(N)=O.NC(N)=O.NC(N)=O.OCCO.O.O.O
F_max, eV/A: 2.1

Structure (XYZ):
```
51
Properties=species:S:1:pos:R:3:forces:R:3:mulliken_charge:R:1
C -4.0565 -1.5965 -2.5612 0.166 0.052 0.103 0.539
C -0.7346 1.6614 -3.6025 -0.017 0.496 -0.433 0.574
H 3.0052 3.5682 3.1495 0.015 0.394 -0.205 0.158
H 2.3649 -3.5064 1.7268 -0.221 -0.537 -0.077 0.525
O -4.7636 -2.5531 -2.2800 0.041 0.322 0.136 -0.656
C 1.6691 2.0172 3.1042 -0.246 -0.394 0.216 0.679
C 1.3453 -3.1144 1.7536 0.042 0.121 -1.170 -0.561
H -2.7561 -1.6536 -0.9999 0.282 -0.084 -0.111 0.113
N 2.1673 3.2273 2.7214 -0.149 -0.601 -0.014 -0.408
H 4.7299 1.7050 -1.2905 0.148 -0.028 -0.153 0.140
H -1.1016 -1.0734 4.0401 -0.021 -0.012 -0.025 0.286
H -2.4731 2.4022 -2.6882 -0.116 -0.029 0.025 0.197
N -0.3084 1.1864 -2.3973 0.104 -0.305 -0.004 -0.138
H -0.5551 1.6547 -1.5442 -0.264 -0.117 0.064 0.139
N -4.4313 -0.7139 -3.5476 -0.353 -0.586 0.039 -0.351
H 2.2285 -2.1264 3.1210 -0.023 0.260 0.258 0.295
C 1.0429 -2.5646 0.3586 0.174 0.645 0.193 -0.062
N -1.9001 2.4070 -3.5089 0.281 -0.050 -0.125 -0.406
H -2.2584 2.7534 -4.3791 -0.100 0.051 0.051 0.219
O 1.3348 -2.1059 2.7795 -0.118 -0.194 -0.222 -0.550
H 0.4742 0.5477 -2.3237 0.141 0.108 -0.302 0.061
H 4.5576 0.5360 -2.5615 -0.128 -0.012 -0.094 0.252
H 2.1698 0.3872 4.1885 0.071 -0.127 0.058 0.211
H -3.9175 0.0992 -3.8181 0.043 0.113 -0.014 0.168
N 2.4415 1.3344 4.0081 -0.285 0.606 -0.382 -0.462
H 1.6427 1.1107 0.2909 -0.223 -0.323 -0.472 0.012
O -0.2585 -2.0175 0.2447 0.370 0.168 0.539 -0.265
O -0.1905 1.5073 -4.6884 -0.166 -0.286 0.697 -0.660
H -1.7565 0.6172 0.8018 -0.017 -0.303 -0.117 0.163
H 1.1327 -3.3886 -0.3519 -0.059 -0.041 0.014 0.355
N 4.1765 1.0230 -1.7738 0.193 0.681 0.314 -0.400
H 1.7925 -1.8128 0.0812 0.002 -0.052 -0.044 -0.102
H 3.3900 1.6341 4.1310 0.133 -0.341 0.200 0.186
H 3.1095 1.9796 0.2385 -0.161 0.024 0.130 0.175
N 2.5285 1.2613 -0.1582 0.917 0.964 0.131 -0.136
H -2.2239 -0.6649 -2.3472 0.187 0.188 0.199 0.161
H -4.0436 -0.6921 1.2381 -0.137 -0.136 -0.055 0.293
O -0.8052 0.6404 0.6434 0.325 0.497 0.500 -0.385
H -2.7628 -1.2785 1.8330 0.062 -0.236 0.092 0.329
H -5.3238 -0.9517 -3.9417 0.126 0.284 -0.339 0.192
H 0.5862 -3.8859 1.8966 0.175 -0.012 0.733 0.230
O -3.3647 -1.3543 1.0756 0.087 0.380 0.072 -0.574
N -2.8771 -1.3045 -1.9394 -0.392 -0.230 -0.013 -0.144
C 2.9354 0.6987 -1.3374 -0.869 -1.893 0.238 0.612
H -0.2375 -1.0749 0.5299 -0.236 -0.520 -0.513 0.055
H -0.4154 0.9491 1.4967 -0.334 -0.085 -0.534 0.451
O 0.5969 1.5728 2.7023 0.577 0.315 0.172 -0.726
O 2.2734 -0.1777 -1.8899 0.086 0.556 -0.022 -0.678
H 1.6755 3.7141 1.9944 0.079 0.255 0.140 0.238
O -1.3464 -1.2096 3.1214 -0.034 0.104 -0.137 -0.689
H -0.5085 -1.3744 2.6599 -0.157 -0.051 0.264 0.347
```
Forces are in eV/Å.

=====

4.
The following is a quantum chemistry calculation of a 8-piece molecular cluster, C6H28NO8 overall, from OMol25.

LUMO, eV: 2.93
Relative energy (zero: lowest compared OMol25 entry of this formula, charge and spin), kcal per mole: 117.1
Total charge: -1
F_max, eV/A: 4.4

Structure (XYZ):
```
43
Properties=species:S:1:pos:R:3:forces:R:3:mulliken_charge:R:1
H -1.9035 1.0797 -1.9185 -1.412 -0.854 0.737 0.153
H -1.1627 -1.6089 1.7150 2.259 1.212 2.874 0.466
C 0.3632 1.6352 -0.3692 -0.806 -0.114 -0.889 0.763
H -3.0018 0.8263 1.4661 0.967 1.307 -1.905 0.400
O -3.0704 1.6264 0.8249 0.266 0.725 0.552 -0.736
H -0.5198 -0.7637 2.9106 -0.430 0.990 0.492 0.255
H 4.1993 0.2290 0.5177 -1.498 1.068 2.401 0.159
O 3.1218 -0.8996 -1.5447 -2.425 1.212 -1.002 -0.633
H 3.4076 -1.0719 -2.4543 0.054 -0.105 0.340 0.257
O -1.5244 -3.3137 -0.6703 3.743 -0.624 2.287 -0.661
H 1.5849 0.8135 2.2364 0.181 0.811 -0.792 0.270
N 0.2066 0.6757 -1.5127 1.821 1.735 0.019 -0.293
H -0.1396 1.2638 0.5330 -0.836 -0.047 -0.473 0.056
H 1.5710 -0.3644 0.9976 1.847 2.596 0.279 -1.227
H -0.0816 -1.4486 -1.8921 0.940 0.800 0.405 0.241
H 3.8186 1.8067 1.4852 0.155 -1.298 -0.115 0.314
H -3.3168 0.5857 -1.2478 1.784 1.185 -1.235 0.338
C 2.0953 0.6663 1.2496 -1.828 -1.844 0.007 0.704
C 3.5884 0.6869 1.4709 1.542 1.120 -3.298 -1.167
H -2.3243 -2.8461 -0.5035 -0.536 0.958 0.381 0.341
O 1.8480 -2.4077 0.9033 0.249 -1.600 -0.087 -0.644
O -2.8726 1.1480 -1.9516 -1.535 0.761 -0.380 -0.728
H -2.0572 -0.7507 0.0329 1.569 0.679 -0.427 0.210
C 1.7853 1.6505 0.0719 2.048 -0.160 1.439 -1.098
H 1.2481 -1.8395 1.3867 -0.465 -0.007 0.664 0.615
H -0.7942 -3.0093 0.0611 -2.937 -1.003 -2.717 0.362
H 2.3440 1.1579 -0.7617 0.199 1.448 0.607 0.167
C -0.1998 -0.6337 -1.1339 -2.126 -0.704 0.287 0.343
H 0.2975 -0.8122 -0.1842 0.392 -0.585 -0.287 0.046
H 0.6225 3.7764 -1.2110 -1.190 -1.499 0.927 0.302
H -0.2877 1.1595 -2.2522 0.034 -0.668 -0.189 0.458
C -0.1246 3.0637 -0.6683 1.207 1.260 1.254 -1.584
O -0.2546 -1.5376 2.4463 -1.920 -1.719 -2.994 -0.791
O -1.5654 -0.6241 -0.9300 -1.423 -0.835 0.573 -0.532
H -1.1201 3.2565 -1.0093 -0.657 -0.629 -1.057 0.479
H 2.3940 -1.8870 0.3252 0.286 0.333 -0.427 0.450
H 2.1816 2.6854 0.4229 -0.601 -1.536 -1.075 0.317
O -2.4213 -0.6626 1.3517 1.957 -0.580 0.224 -0.964
H -2.2226 1.7596 0.3148 -1.542 -0.849 1.152 0.272
H 2.2021 -0.4337 -1.7173 2.185 -1.145 0.542 0.295
H -0.2886 3.4150 0.3731 0.688 0.541 -0.436 0.432
H 4.0009 0.3304 2.3752 0.091 -0.918 0.969 0.421
H -3.2342 -1.0856 1.4245 -2.297 -1.419 0.372 0.173
```
Forces are in eV/Å.

=====

5.
The following is a quantum chemistry calculation of a 7-piece molecular cluster, C6H29N2O6 overall, from OMol25.

LUMO, eV: -2.27
Relative energy (zero: lowest compared OMol25 entry of this formula, charge and spin), kcal per mole: 18.2
Total charge: +1
F_max, eV/A: 1.6

Structure (XYZ):
```
43
Properties=species:S:1:pos:R:3:forces:R:3:mulliken_charge:R:1
C -0.5316 -0.2172 -1.9164 0.019 -0.485 0.520 -1.005
H -3.6156 -2.0549 0.4630 0.464 -0.126 -0.106 0.292
O -2.8120 -1.9447 0.9971 -0.916 0.281 -0.091 -0.658
H 0.6793 3.6751 0.2382 -0.625 -0.144 0.069 0.351
H 2.3576 2.6585 -0.5900 0.530 -0.333 0.314 0.309
C 2.1409 -1.4050 -0.4587 -0.854 -0.177 -0.366 -0.054
H -0.5952 -1.2698 -1.6715 -0.148 -0.457 -0.094 0.352
H -2.7920 3.3832 -0.2605 -0.140 0.082 0.117 0.345
H 2.8432 -1.2808 0.3565 -0.001 0.296 0.111 0.550
O 0.8367 2.7688 0.5223 0.673 0.112 -0.108 -0.773
H 1.1868 0.5746 2.2786 0.026 -0.319 0.315 0.254
H -2.2318 -2.6480 4.3593 -0.055 0.343 0.207 0.325
H -3.3147 1.8845 0.5378 -0.033 -0.044 -0.083 0.316
H -1.4908 2.3578 -1.8260 0.714 0.059 -0.334 0.364
H 3.7796 -2.5213 -1.3021 0.039 -0.001 0.022 0.325
H 1.3663 -0.5628 -2.8720 0.398 -0.616 -0.886 0.440
H 2.7566 -1.8979 -2.5513 0.039 0.437 0.126 0.359
H 1.2556 -1.8609 -0.0380 -0.113 -0.240 0.166 0.012
H 2.2433 -3.2346 -1.6729 -0.439 -0.426 0.382 0.410
H 2.5559 0.5433 -0.9366 -0.653 0.424 0.183 0.486
H 1.0811 0.3005 -0.0972 0.251 0.398 -0.075 -0.403
O -2.1279 -1.7564 3.9973 -0.068 -0.254 -0.343 -0.641
H 0.0732 2.1906 0.3651 0.020 0.250 -0.108 0.221
N -1.0747 0.5333 -0.8133 0.421 1.164 0.163 0.358
H -1.6643 2.4456 0.7424 -0.284 0.235 0.166 0.336
H 3.8922 2.7221 -0.3201 0.070 0.055 0.025 0.306
H 0.1974 -0.6458 1.8255 0.675 0.397 0.504 0.342
O -0.2436 -2.2476 2.0048 -0.270 0.270 -0.237 -0.712
C 0.9335 0.0927 -2.1689 -0.433 1.044 1.148 -0.475
C -1.9698 1.6258 -1.1969 -0.724 -0.393 0.418 -0.684
C -2.4896 2.3824 0.0306 0.305 -0.458 -0.228 -1.049
C 2.7423 -2.2931 -1.5361 0.700 0.163 -0.542 -1.371
H 1.0699 1.1206 -2.4937 -0.020 0.090 -0.140 0.260
H -2.7707 1.2043 -1.8107 -0.371 0.217 0.024 0.493
O 0.4584 0.3087 1.7162 -0.392 0.011 -0.701 -0.577
H -0.7963 -2.0495 2.7861 0.173 -0.147 0.083 0.389
H -3.1861 -1.6476 1.8409 0.417 -0.050 0.134 0.298
N 1.6842 -0.0165 -0.8859 1.154 -1.109 -0.065 0.472
H -2.1355 -1.1233 4.7205 -0.006 -0.141 0.179 0.291
H -1.1145 -0.0484 -2.8089 -0.096 -0.051 -0.534 0.449
O 3.2177 2.2287 -0.7917 -0.315 0.161 -0.298 -0.674
H -0.9213 -2.2552 1.3071 0.024 -0.334 0.118 0.361
H -1.4736 -0.0201 -0.0698 -0.159 -0.184 -0.155 0.013
```
Forces are in eV/Å.